This record from OMol25 describes a structure of composition C32H31Cl2F3N4O7SSc in a non-equilibrium geometry. The level of theory is ωB97M-V/def2-TZVPD.

Summary:
Lowest unoccupied orbital energy: -0.118 Eh
Net charge: +1
Relative energy (zero: lowest compared OMol25 entry of this formula, charge and spin): 3.3 kcal per mole
Max |F|: 1.38 eV/A

Each line ends with the Mulliken charge.
CARTESIAN COORDINATES (ANGSTROEM)
Sc (-0.0666, 0.5432, -1.1281)  -1.617
C (4.8023, -4.9526, -1.2704)  -1.565
C (3.9321, -3.7552, -0.9739)  -0.197
C (4.3016, -2.7661, -0.1076)  -0.912
C (3.4781, -1.6527, 0.2047)  1.589
C (4.1411, -0.6915, 1.0157)  -0.793
N (3.7897, 0.3179, 1.7560)  0.036
C (2.4873, 0.8617, 2.1675)  0.507
C (2.0185, 0.2080, 3.4664)  -0.534
C (1.4872, -1.2160, 3.2835)  -1.074
N (0.2564, -1.2379, 2.4966)  0.582
C (-0.9335, -1.3579, 3.0077)  0.079
C (-2.1387, -1.1801, 2.3019)  0.123
C (-3.3644, -1.2593, 2.9996)  -1.020
C (-4.5627, -0.9619, 2.4050)  0.189
C (-5.8794, -1.0671, 3.1364)  -1.694
C (-4.5195, -0.5415, 1.0641)  -0.548
C (-3.3508, -0.4236, 0.3424)  1.073
C (-3.4049, -0.0369, -1.0599)  -0.825
N (-2.4065, 0.2794, -1.7783)  0.465
C (-2.6400, 0.4487, -3.2147)  -1.052
C (-1.5745, -0.3300, -3.9915)  -0.455
C (-1.2375, -1.6711, -3.3355)  -1.188
N (-0.1830, -1.5065, -2.3243)  0.628
C (0.7008, -2.4113, -2.2766)  -0.703
C (1.8761, -2.4921, -1.4080)  0.858
C (2.7094, -3.5722, -1.6284)  -0.806
C (2.2146, -1.5032, -0.4391)  -0.199
O (1.4473, -0.4928, -0.2209)  1.420
C (-2.1082, -0.7992, 0.9300)  0.504
O (-1.0194, -0.7931, 0.2743)  -0.575
H (5.6994, -4.9521, -0.6520)  0.370
H (5.1151, -4.9602, -2.3173)  0.355
H (4.2617, -5.8815, -1.0823)  0.361
H (5.2768, -2.8303, 0.3692)  0.340
H (5.2138, -0.8517, 1.0566)  0.469
H (4.5715, 0.7894, 2.1855)  0.354
H (1.7685, 0.7380, 1.3731)  -0.787
H (2.6235, 1.9303, 2.3100)  0.390
H (1.2237, 0.8283, 3.8806)  0.224
H (2.8311, 0.1867, 4.1980)  0.461
H (1.2781, -1.6497, 4.2605)  0.500
H (2.2213, -1.8535, 2.7880)  0.391
H (0.2825, -1.0086, 1.4957)  -0.395
H (-0.9852, -1.5642, 4.0753)  0.442
H (-3.3460, -1.5576, 4.0455)  0.373
H (-5.7335, -1.4103, 4.1608)  0.373
H (-6.5482, -1.7742, 2.6384)  0.359
H (-6.3923, -0.1025, 3.1740)  0.354
H (-5.4562, -0.2820, 0.5754)  0.522
H (-4.4007, -0.0634, -1.5125)  0.330
H (-2.5744, 1.5027, -3.4766)  0.122
H (-3.6367, 0.0948, -3.4817)  0.601
H (-0.6597, 0.2590, -4.0671)  0.076
H (-1.9332, -0.4937, -5.0059)  0.659
H (-0.9286, -2.3956, -4.0895)  0.667
H (-2.1221, -2.0738, -2.8378)  0.280
H (0.6217, -3.2524, -2.9715)  0.268
H (2.4152, -4.3013, -2.3793)  0.519
Cl (-3.0804, 6.9149, 1.4472)  -0.214
C (-2.3402, 5.3808, 1.1261)  0.042
C (-2.1067, 4.4976, 2.1899)  -0.705
C (-1.5151, 3.2824, 1.9678)  0.295
Cl (-1.2548, 2.2193, 3.3146)  -0.214
C (-1.1068, 2.8521, 0.6702)  -0.515
O (-0.5113, 1.7264, 0.4850)  1.763
C (-1.3873, 3.7721, -0.3786)  1.028
C (-1.0869, 3.4277, -1.7267)  -0.617
O (-0.6460, 2.3417, -2.1067)  -0.241
C (-1.9871, 5.0220, -0.1373)  -1.202
H (-2.3934, 4.7819, 3.1934)  0.502
H (-1.2758, 4.1946, -2.4862)  0.295
H (-2.1715, 5.6959, -0.9678)  0.456
F (3.9840, 3.4465, -2.7743)  -0.201
C (2.9796, 2.7064, -3.2263)  0.415
F (1.9327, 3.4957, -3.4820)  -0.186
F (3.3499, 2.0881, -4.3447)  -0.204
S (2.5234, 1.4604, -1.9629)  1.047
O (1.4622, 0.6816, -2.6434)  -0.547
O (3.7457, 0.7543, -1.7117)  -0.618
O (1.9461, 2.1996, -0.8535)  -0.653

---

This record from OMol25 describes a cluster of 3 separate species, C40H73ClF3IN8O8PS2 in total in a non-equilibrium geometry. The level of theory is ωB97M-V/def2-TZVPD.

Summary:
Lowest unoccupied orbital energy (spin up / spin down): -0.122 / -0.122 Eh
2S+1: 3
Net charge: +1
Max |F|: 2.93 eV/A
⟨S²⟩: 2.01

Each line ends with the Löwdin spin population.
CARTESIAN COORDINATES (ANGSTROEM)
C (-1.9946, 2.8722, -3.6643)  0.000
C (-0.7196, 3.0658, -4.4839)  0.000
C (0.2127, 1.9019, -4.2363)  0.000
C (0.6576, 1.9276, -2.7717)  0.000
N (2.0945, 1.7998, -2.5558)  0.000
C (2.5463, 0.7111, -1.7497)  0.000
C (2.0717, 0.7832, -0.2681)  0.000
C (2.0058, 2.1895, 0.2717)  0.000
C (0.6743, 2.8358, 0.3945)  0.000
N (3.0230, 2.8328, 0.6815)  0.000
C (4.0726, 0.6107, -1.7743)  0.000
C (4.6912, 1.1144, -3.0567)  0.000
O (5.9438, 1.7563, -2.7371)  0.000
C (5.9266, 3.1107, -2.8172)  0.000
F (4.8876, 3.6303, -2.0763)  0.000
F (5.6948, 3.5497, -4.0982)  0.000
F (7.0982, 3.6121, -2.3473)  0.000
C (4.5746, -0.7632, -1.2438)  0.000
N (5.1586, -0.4929, 0.0587)  0.000
C (6.3083, -0.7398, 0.4484)  0.000
S (7.7177, -1.0465, 0.9278)  0.000
P (5.7457, -1.7293, -2.3657)  0.000
O (5.9154, -3.0861, -1.5397)  0.000
O (4.8850, -2.1662, -3.6227)  0.000
S (7.3954, -0.9444, -2.8522)  0.000
N (3.4466, -1.7459, -0.9367)  0.000
C (3.6765, -2.6681, 0.1718)  0.000
C (3.0322, -2.2455, 1.4797)  0.000
O (1.8175, -2.1928, 1.6447)  0.000
Cl (4.1495, -1.9097, 2.7717)  0.000
C (2.2140, -1.5628, -1.4120)  0.000
N (1.1798, -2.2787, -1.0556)  0.000
C (-0.2103, -2.0572, -1.4603)  0.000
C (-0.9728, -3.3851, -1.4474)  0.000
C (-1.1383, -3.9548, -2.8374)  0.000
I (-2.8977, -3.0408, -0.6116)  0.000
N (1.9693, -0.5192, -2.3055)  0.000
O (2.6234, -0.7802, -3.5193)  0.000
C (1.7369, -1.2650, -4.5016)  0.000
C (2.3760, -1.0485, -5.8829)  0.000
C (1.3220, -0.6595, -6.8928)  0.000
O (3.4264, -0.1167, -5.8018)  0.000
H (-1.9932, 3.4829, -2.7814)  0.000
H (-2.8869, 3.0369, -4.2325)  0.000
H (-2.0346, 1.8489, -3.3364)  0.000
H (-0.9754, 3.1244, -5.5282)  0.000
H (-0.2348, 3.9890, -4.2135)  0.000
H (-0.3623, 1.0171, -4.4536)  0.000
H (1.0853, 1.9800, -4.8626)  0.000
H (0.1146, 1.2048, -2.1906)  0.000
H (0.3598, 2.8891, -2.4048)  0.000
H (2.5575, 2.6656, -2.3492)  0.000
H (2.7594, 0.2632, 0.3715)  0.000
H (1.0980, 0.3437, -0.1647)  0.000
H (0.5576, 3.6158, -0.3305)  0.000
H (0.6460, 3.3020, 1.3614)  0.000
H (-0.1408, 2.1374, 0.3438)  0.000
H (3.8806, 2.2877, 0.6040)  0.000
H (4.3589, 1.3371, -1.0455)  0.000
H (4.0466, 1.8405, -3.4988)  0.000
H (4.8578, 0.3721, -3.8113)  0.000
H (5.3856, -3.7970, -1.8952)  0.000
H (4.1361, -2.7184, -3.3808)  0.000
H (4.7122, -2.8818, 0.3230)  0.000
H (3.2175, -3.6155, -0.0603)  0.000
H (1.2832, -3.0169, -0.3905)  0.000
H (-0.2749, -1.6351, -2.4390)  0.000
H (-0.6524, -1.4037, -0.7335)  0.000
H (-0.4299, -4.1177, -0.8768)  0.000
H (-0.2342, -4.4429, -3.1634)  0.000
H (-1.4064, -3.1878, -3.5411)  0.000
H (-1.9230, -4.6843, -2.8655)  0.000
H (0.7698, -0.7975, -4.4466)  0.000
H (1.5733, -2.3280, -4.3550)  0.000
H (2.8169, -1.9745, -6.2018)  0.000
H (1.4248, -1.2148, -7.8029)  0.000
H (1.4208, 0.3793, -7.1530)  0.000
H (0.3225, -0.8084, -6.5273)  0.000
H (3.1112, 0.7306, -6.0991)  0.000
C (-4.2035, 2.4291, 2.9710)  0.003
C (-3.3031, 2.9546, 1.8329)  0.027
C (-3.1700, 4.4771, 1.8910)  0.017
C (-4.4169, 5.2247, 1.4216)  0.001
C (-4.8072, 4.7656, 0.0181)  0.016
C (-5.0046, 3.2560, -0.0749)  0.027
N (-3.8182, 2.5318, 0.4928)  0.388
O (-2.8633, 2.4637, -0.3712)  0.512
C (-6.3147, 2.8738, 0.6409)  0.003
C (-5.1662, 2.8359, -1.5230)  -0.001
C (-1.9352, 2.3382, 2.0719)  -0.001
H (-3.8764, 1.4395, 3.2842)  0.000
H (-4.1470, 3.0863, 3.8380)  0.000
H (-5.2508, 2.3320, 2.7053)  0.000
H (-2.3261, 4.7833, 1.2644)  0.002
H (-2.9167, 4.7654, 2.9110)  0.002
H (-5.2401, 5.0749, 2.1252)  0.000
H (-4.2152, 6.2963, 1.4100)  0.001
H (-5.7267, 5.2572, -0.3029)  0.002
H (-4.0249, 5.0734, -0.6830)  0.002
H (-6.3882, 1.7937, 0.7704)  0.001
H (-7.1614, 3.1931, 0.0361)  0.000
H (-6.4370, 3.3500, 1.6107)  0.000
H (-4.3241, 3.1727, -2.1224)  0.000
H (-6.0709, 3.2668, -1.9467)  0.000
H (-5.2374, 1.7507, -1.6099)  0.000
H (-1.9616, 1.2553, 1.9487)  0.000
H (-1.6339, 2.5531, 3.0958)  0.000
H (-1.1776, 2.7435, 1.4043)  0.000
C (0.2570, -4.0429, 4.4461)  0.003
C (-0.2964, -2.7662, 5.1203)  0.027
C (-0.3118, -2.9114, 6.6418)  0.016
C (-1.4223, -3.8227, 7.1594)  0.001
C (-2.7778, -3.3494, 6.6370)  0.015
C (-2.8213, -3.2445, 5.1152)  0.026
N (-1.6629, -2.4382, 4.6087)  0.371
O (-1.9013, -1.1766, 4.7061)  0.532
C (-2.8441, -4.6617, 4.5099)  0.003
C (-4.1112, -2.5747, 4.6749)  -0.001
C (0.6664, -1.6514, 4.7465)  -0.001
H (0.7805, -3.7852, 3.5247)  0.000
H (0.9666, -4.5465, 5.1025)  0.000
H (-0.5013, -4.7686, 4.1712)  0.000
H (-0.4386, -1.9212, 7.0888)  0.002
H (0.6624, -3.2749, 6.9702)  0.002
H (-1.2328, -4.8600, 6.8688)  0.000
H (-1.4271, -3.8063, 8.2496)  0.001
H (-3.5674, -4.0286, 6.9619)  0.002
H (-3.0041, -2.3726, 7.0744)  0.002
H (-2.6745, -4.6279, 3.4324)  0.001
H (-3.8218, -5.1095, 4.6767)  0.000
H (-2.1200, -5.3394, 4.9570)  0.000
H (-4.2504, -1.6051, 5.1455)  0.000
H (-4.9512, -3.2057, 4.9574)  0.000
H (-4.1326, -2.4379, 3.5925)  0.000
H (0.6351, -1.4513, 3.6790)  0.000
H (1.6787, -1.9634, 5.0056)  0.000
H (0.4580, -0.7230, 5.2728)  0.000

---

This record from OMol25 describes a structure of composition C50H58BN8P2Y in a non-equilibrium geometry. The level of theory is ωB97M-V/def2-TZVPD.

Summary:
Lowest unoccupied orbital energy: 0.147 Eh
Net charge: -2
Relative energy (zero: lowest compared OMol25 entry of this formula, charge and spin): 54.6 kcal per mole
Max |F|: 1.07 eV/A

Each line ends with the Mulliken charge.
CARTESIAN COORDINATES (ANGSTROEM)
Y (0.1390, 0.9824, -0.3949)  -0.500
C (-1.5081, 4.0469, -1.6497)  -0.685
C (-2.1747, 2.8482, -2.2358)  0.465
C (-3.3006, 2.8291, -3.0759)  -1.760
C (-3.5174, 1.4998, -3.3625)  1.192
C (-4.6013, 0.9038, -4.1995)  -1.250
N (-2.5678, 0.7775, -2.7304)  0.041
N (-1.7452, 1.6114, -2.0355)  0.602
B (-2.3081, -0.7320, -2.9291)  -1.515
N (-2.7032, -1.6038, -1.7285)  0.118
N (-2.0935, -1.4867, -0.5192)  1.237
C (-2.7389, -2.3084, 0.3060)  0.836
C (-2.4284, -2.4213, 1.7614)  -1.494
C (-3.7563, -2.9904, -0.3857)  -1.892
C (-3.6997, -2.5066, -1.6716)  1.279
C (-4.5528, -2.8769, -2.8389)  -1.341
N (-0.8471, -1.0003, -3.3491)  0.340
N (0.2278, -0.4831, -2.6998)  1.378
C (1.3039, -0.8469, -3.3959)  -0.039
C (2.6952, -0.4889, -3.0002)  -0.455
C (0.9217, -1.6256, -4.5008)  -1.870
C (-0.4520, -1.6992, -4.4322)  1.244
C (-1.3861, -2.4241, -5.3439)  -1.474
H (-1.7120, 4.9162, -2.2782)  0.488
H (-0.4294, 3.8730, -1.5739)  -0.283
H (-1.8784, 4.2596, -0.6442)  -0.066
H (-3.8802, 3.6733, -3.4107)  0.437
H (-5.2322, 1.7069, -4.5820)  0.366
H (-5.2312, 0.2253, -3.6199)  0.135
H (-4.2073, 0.3398, -5.0455)  0.204
H (-3.0008, -1.0817, -3.8467)  -0.225
H (-1.4871, -1.9451, 2.0091)  0.044
H (-2.3861, -3.4736, 2.0579)  0.394
H (-3.1938, -1.9213, 2.3583)  0.435
H (-4.4421, -3.7236, 0.0059)  0.412
H (-5.2300, -3.6770, -2.5382)  0.394
H (-3.9607, -3.2302, -3.6849)  0.142
H (-5.1536, -2.0372, -3.1967)  0.109
H (2.6798, 0.1141, -2.0881)  -0.849
H (3.1602, 0.1351, -3.7688)  0.393
H (3.3044, -1.3895, -2.8765)  0.279
H (1.5622, -2.0736, -5.2429)  0.415
H (-0.8043, -2.9299, -6.1157)  0.383
H (-2.0925, -1.7493, -5.8281)  0.230
H (-1.9693, -3.1740, -4.8073)  0.127
N (0.8981, -1.5690, 1.9562)  0.655
P (1.4676, -1.8061, 0.3949)  0.548
C (3.2046, -2.4045, 0.5708)  0.239
C (3.5445, -3.5534, 1.2836)  -0.711
C (4.8719, -3.9161, 1.4466)  -0.751
C (5.8768, -3.1335, 0.8881)  -0.470
C (5.5506, -1.9924, 0.1728)  -0.883
C (4.2172, -1.6287, 0.0167)  0.295
C (0.6546, -3.3874, -0.0749)  0.715
C (0.5772, -3.7179, -1.4250)  -0.398
C (-0.0564, -4.8818, -1.8347)  -0.492
C (-0.6255, -5.7327, -0.8978)  -0.701
C (-0.5579, -5.4141, 0.4500)  -0.789
C (0.0766, -4.2475, 0.8554)  -0.231
P (0.7924, 0.1165, 2.4970)  1.146
C (1.8626, -0.0067, 3.9761)  0.279
C (2.8669, 0.9389, 4.1656)  -0.284
C (3.7073, 0.8720, 5.2695)  -0.610
C (3.5555, -0.1477, 6.1979)  -0.441
C (2.5532, -1.0934, 6.0242)  -0.847
C (1.7117, -1.0186, 4.9239)  -0.605
C (-0.8222, 0.3983, 3.0706)  0.124
C (-1.7117, 0.8653, 1.9009)  2.241
C (-3.1482, 0.8782, 2.3524)  -1.123
C (-3.4956, 0.9436, 3.6536)  -0.459
C (-2.5453, 0.8673, 4.7246)  -1.003
C (-1.2431, 0.5658, 4.3917)  -0.671
H (0.9515, -2.3101, 2.6478)  0.312
H (2.7660, -4.1774, 1.7083)  0.327
H (5.1231, -4.8085, 2.0078)  0.400
H (6.9156, -3.4163, 1.0159)  0.357
H (6.3278, -1.3739, -0.2593)  0.449
H (3.9596, -0.7284, -0.5265)  -0.101
H (0.9841, -3.0494, -2.1703)  0.117
H (-0.1226, -5.1049, -2.8932)  0.430
H (-1.1413, -6.6309, -1.2174)  0.339
H (-1.0204, -6.0588, 1.1878)  0.376
H (0.0783, -3.9881, 1.9068)  0.239
H (2.9921, 1.7284, 3.4339)  0.330
H (4.4840, 1.6162, 5.3988)  0.406
H (4.2138, -0.2052, 7.0572)  0.347
H (2.4201, -1.8861, 6.7518)  0.368
H (0.9108, -1.7412, 4.8127)  0.352
H (-1.6610, 0.1045, 1.1022)  -1.322
H (-3.9111, 0.8813, 1.5795)  0.449
H (-4.5527, 1.0347, 3.8997)  0.272
H (-2.8480, 0.9974, 5.7551)  0.333
H (-0.5158, 0.4490, 5.1944)  0.219
C (4.2408, 2.2227, -0.9675)  -1.556
C (2.9460, 3.0623, -0.9887)  3.121
C (3.1678, 4.2076, -1.9937)  -2.137
C (2.7927, 3.6875, 0.4001)  -1.231
C (1.7210, 2.2259, -1.3475)  -0.687
H (5.1213, 2.8178, -0.6860)  0.490
H (4.4281, 1.7829, -1.9522)  0.253
H (4.1263, 1.4067, -0.2500)  0.027
H (4.0020, 4.8639, -1.7099)  0.416
H (2.2616, 4.8126, -2.0687)  0.333
H (3.3802, 3.7981, -2.9861)  0.431
H (3.7101, 4.1914, 0.7341)  0.501
H (2.5442, 2.9127, 1.1347)  -0.384
H (1.9771, 4.4101, 0.3944)  0.351
H (1.6734, 2.1409, -2.4535)  0.267
N (-1.1212, 2.0772, 1.2749)  0.731
C (-1.5048, 3.3416, 1.6246)  -1.198
C (-2.8359, 3.8176, 1.7113)  0.148
C (-3.1148, 5.1491, 1.9759)  -0.744
C (-2.1053, 6.0879, 2.1546)  -0.551
C (-0.7870, 5.6445, 2.0733)  -0.563
C (-0.4998, 4.3148, 1.8346)  0.162
H (-3.6501, 3.1409, 1.5176)  0.340
H (-4.1544, 5.4631, 2.0166)  0.299
H (-2.3361, 7.1290, 2.3482)  0.331
H (0.0323, 6.3444, 2.2084)  0.375
H (0.5247, 3.9775, 1.7855)  0.286